This record from the OMol25 dataset describes a 2-piece molecular cluster, C3H5ClNO2 overall at a distorted geometry. The level of theory is wB97M-V/def2-TZVPD.

The geometry in XYZ format:
```
12
Properties=species:S:1:pos:R:3:forces:R:3:nbo_charge:R:1
C 2.7957 -1.4358 -0.0820 -0.4 0.0 0.5 1.06
C 0.3306 0.5025 -1.3234 1.0 -3.5 2.1 -0.65
C 0.1149 0.4223 0.2388 -1.4 -1.8 -1.3 -0.23
N 1.3477 0.3611 0.9265 0.3 -0.3 0.5 -0.74
O 2.0670 -2.2674 -0.4439 -0.8 -0.4 -0.4 -0.59
O 3.7265 -0.8383 0.2333 1.5 0.6 0.1 -0.54
Cl 2.2123 1.8979 0.5505 0.0 0.0 0.2 -0.15
H -0.3074 0.0890 -2.0383 -2.1 -0.5 -0.7 0.18
H 0.5321 1.4572 -1.4967 0.8 4.2 -1.3 0.19
H 1.2381 -0.0743 -1.5373 0.2 0.3 0.2 0.19
H -0.5555 1.2951 0.4979 0.2 -0.7 0.1 0.13
H -0.4172 -0.6221 0.4641 0.9 2.2 -0.1 0.17
```
Forces are in eV/Å.

* gap between HOMO and LUMO: 6.23 eV
* energy relative to the best compared isomer or geometry (same formula, charge and spin): 39.1 kcal/mol
* E_tot: -782.72234 hartree
* total charge: -1
* maximum force: 0.0862 Eh/bohr